79
Properties=species:S:1:pos:R:3:forces:R:3 method="wB97M-V/def2-TZVPD" e_tot_ev=-76554.82941 e_homo_ev="-4.7 / -4.7" largest_force_ev_per_a=5.26 homo_lumo_gap_ha="0.124 / 0.121"
Al -17.252031 7.294468 -9.096314 0.12 -1.69 2.32
C -21.247055 5.993613 -9.945767 -1.37 0.05 -0.08
C -19.776966 6.232107 -9.937445 0.04 3.47 2.48
N -19.239490 7.225195 -9.160017 -1.36 -2.55 -1.14
N -20.048641 7.815023 -8.263477 -0.27 0.25 -0.47
C -19.451975 8.585759 -7.357240 1.19 -0.38 -0.40
N -20.295852 9.259962 -6.550046 -0.36 -0.31 -0.96
S -17.721555 8.694034 -7.157418 -1.50 0.60 -0.14
C -18.854846 5.592854 -10.810903 1.11 -0.97 -1.06
C -19.211272 4.512044 -11.657710 1.35 0.72 0.30
C -18.213538 4.040162 -12.527092 -0.90 -0.20 0.26
C -16.945034 4.577376 -12.532449 0.61 0.85 0.17
C -16.643503 5.556866 -11.562918 0.36 0.07 -0.21
N -17.569793 6.076578 -10.737743 -0.14 -0.82 -1.06
H -21.729868 6.611378 -9.151085 0.56 -0.66 -0.55
H -21.555367 4.923946 -9.804523 0.46 0.88 -0.15
H -21.709850 6.360170 -10.911824 0.63 -0.52 0.79
H -21.269824 9.037587 -6.616881 -0.32 -0.19 -0.18
H -19.995036 9.483608 -5.649919 0.72 0.56 1.33
H -20.192731 4.045088 -11.628708 0.20 0.32 0.01
H -18.451279 3.221340 -13.194957 -0.02 0.07 -0.08
H -16.210763 4.309673 -13.318028 -0.43 0.02 0.93
H -15.588490 5.916994 -11.458850 -1.23 -0.18 0.00
S -21.422450 5.632952 -1.354572 0.11 -1.37 1.53
C -20.392311 5.346235 -2.759996 0.25 0.43 -0.20
C -20.639411 4.298716 -3.644392 0.55 0.73 0.50
C -19.863269 4.276123 -4.803986 0.19 -1.01 0.19
N -18.903855 5.140894 -5.106482 -0.58 1.51 0.82
C -18.729108 6.186058 -4.242880 -0.04 -1.24 0.32
C -19.375547 6.277493 -2.992666 -0.37 -0.68 -1.99
C -22.291112 7.020098 -1.917321 -0.46 1.40 -0.93
C -21.750295 8.306749 -1.804847 -0.26 1.49 -0.24
C -22.365766 9.361860 -2.512878 -0.24 -0.35 -0.72
N -23.371606 9.155874 -3.387102 0.79 0.51 0.85
C -23.913262 7.948268 -3.413689 -0.96 0.11 -0.35
C -23.480645 6.871974 -2.654237 0.54 0.28 0.29
H -21.340357 3.525492 -3.348036 -0.11 0.14 -0.45
H -19.992149 3.435317 -5.490416 0.07 0.26 0.02
H -18.000056 6.922213 -4.549126 0.17 0.03 -0.06
H -19.209827 7.085503 -2.305563 0.18 0.18 0.08
H -20.875311 8.627644 -1.213535 -0.46 -0.89 -0.21
H -22.026655 10.418003 -2.482704 0.03 -0.92 0.25
H -24.779409 7.901802 -4.096009 0.43 -0.45 0.46
H -24.040982 5.949022 -2.615092 0.21 -0.16 -0.28
C -16.406626 3.357978 -8.351694 -0.97 -1.73 0.43
C -15.290406 4.108788 -7.781622 1.35 1.62 1.49
C -14.076512 3.509149 -7.486189 0.11 0.29 0.26
C -13.018700 4.182823 -6.827025 -0.48 -0.62 -0.62
C -13.298740 5.453583 -6.392458 0.34 0.91 0.55
C -14.459038 6.159315 -6.648344 -1.19 -0.79 -1.47
C -14.581760 7.521533 -6.060029 0.47 0.21 0.16
C -15.508374 5.567038 -7.522677 3.86 -3.15 1.69
N -16.522619 6.092751 -8.036661 -2.69 2.94 -2.35
H -17.416025 3.558967 -7.904685 0.93 0.32 -0.37
H -16.216532 2.278008 -8.139635 -0.15 0.53 -0.50
H -16.446823 3.513485 -9.421165 -0.40 -0.07 -0.52
H -13.916892 2.464129 -7.718287 -0.14 -0.21 -0.19
H -12.042877 3.715223 -6.694533 -0.34 0.08 0.15
H -12.608319 6.012570 -5.759930 0.37 -0.30 -0.16
H -15.112068 7.475688 -5.108146 -0.21 0.21 0.10
H -15.106948 8.218093 -6.711969 -0.03 0.12 0.01
H -13.563277 7.908584 -5.846061 -0.58 0.04 -0.11
C -13.838078 7.757136 -10.199809 0.96 -0.63 -0.16
C -14.834454 8.770276 -9.744237 -1.04 -0.29 -0.32
O -16.100397 8.474340 -9.815849 3.13 1.70 -0.13
C -14.240243 10.014057 -9.170597 -0.68 0.38 -0.58
C -14.965424 10.835113 -8.286589 1.59 -0.24 0.71
C -14.237316 11.699291 -7.451041 -0.72 0.23 -0.53
C -12.889900 11.971860 -7.643598 -0.28 0.56 -0.06
C -12.251672 11.401605 -8.750876 0.69 -0.19 0.02
C -12.901879 10.408578 -9.483046 -0.52 -0.14 1.04
H -13.994254 6.793115 -9.702421 -0.50 0.07 0.14
H -12.817567 8.039626 -9.886915 -0.59 -0.18 -0.35
H -13.826005 7.528193 -11.288877 -0.27 0.46 0.54
H -16.010085 10.718073 -8.133550 -0.72 -0.32 0.11
H -14.769177 12.253165 -6.687290 -0.04 -0.13 0.04
H -12.432804 12.728688 -6.967356 -0.05 -0.83 -0.75
H -11.198624 11.675227 -8.980837 -0.95 -0.29 0.08
H -12.374365 9.864725 -10.238333 0.29 0.05 -0.31